20
Properties=species:S:1:pos:R:3:lowdin_charge:R:1 method="wB97M-V/def2-TZVPD" charge=+2 molar_mass_g_mol=103.169 total_energy_ha=-323.6442 orbital_gap_ev="8.0 / 7.1"
C -2.1305 -0.7431 -0.2611 -0.172
C -0.6588 1.2914 -0.0025 -0.097
C 2.6162 -0.1839 -0.3625 -0.072
C 1.5311 0.3097 0.4468 -0.251
N -1.9885 0.6392 -0.0980 0.142
N -1.0360 -1.2708 0.5414 0.149
N 0.2727 0.3140 -0.2269 0.067
H -3.0739 -1.1776 0.2754 0.225
H -2.0706 -1.0065 -1.3177 0.167
H -0.7898 1.8850 -0.9107 0.203
H -0.3805 2.1516 0.6799 0.211
H 2.2899 -1.1296 -0.8283 0.097
H 2.9806 0.5755 -1.1456 0.134
H 3.5928 -0.3375 0.1940 0.136
H 1.7988 1.2830 0.8896 0.163
H 1.4366 -0.2849 1.3814 0.164
H -2.8259 1.2257 0.0240 0.199
H -1.2649 -1.2004 1.5603 0.179
H -0.4327 -2.0589 0.2004 0.180
H 0.1334 -0.2816 -1.0399 0.176


13
Properties=species:S:1:pos:R:3:lowdin_charge:R:1 method="wB97M-V/def2-TZVPD" molar_mass_g_mol=201.975 smiles=CCCPI total_energy_ha=-758.0794 orbital_gap_ev=9.1
C -0.6543 -1.2602 0.7285 -0.130
C -1.0723 0.1604 0.2088 -0.408
C -0.0667 0.6350 -0.8546 -0.329
P 1.6998 1.0707 0.4309 0.308
I 3.1262 -0.6011 -0.3855 0.337
H 0.3353 -0.9943 0.9083 -0.056
H -1.4149 -1.6113 1.4134 0.064
H -0.6956 -1.9635 -0.2533 0.122
H -2.1228 0.0548 -0.2269 0.119
H -0.9460 0.8290 0.9951 0.040
H 0.3258 -0.2202 -1.4492 0.019
H -0.4850 1.6392 -1.2964 0.095
H 1.9703 2.2613 -0.2190 -0.180


70
Properties=species:S:1:pos:R:3:lowdin_charge:R:1 method="wB97M-V/def2-TZVPD" charge=-2 molar_mass_g_mol=766.132 total_energy_ha=-8334.5244 orbital_gap_ev="4.5 / 4.5" multiplicity=3 s2=2.01
Ni 1.2519 -0.8310 1.5749 0.669
Br -3.7919 3.2447 4.8383 0.629
C -2.4265 1.9980 4.3390 -0.698
C -2.3266 0.7850 5.0382 -0.126
C -1.3288 -0.0935 4.7214 -0.013
C -0.3545 0.1872 3.7148 -0.403
O 0.5846 -0.6334 3.5017 -0.101
C -0.5159 1.4365 2.9956 -0.132
C 0.3886 1.8119 1.9754 -0.052
N 1.4382 1.1065 1.6675 0.017
C 2.4817 1.5917 0.9203 -0.188
C 2.7304 2.9274 0.6384 -0.009
C 3.8278 3.3014 -0.1434 -0.094
C 4.7042 2.3707 -0.6413 -0.067
C 4.5396 1.0103 -0.3098 -0.180
C 5.4209 -0.0081 -0.7289 -0.028
C 5.1958 -1.2975 -0.3331 -0.045
C 4.1065 -1.5869 0.5057 -0.079
N 3.2604 -0.6662 0.9033 0.104
C 3.4411 0.6198 0.4938 -0.140
C -1.5664 2.3135 3.3310 -0.108
H -3.0405 0.5450 5.8146 0.094
H -1.2491 -1.0482 5.2233 0.116
H 0.1721 2.7286 1.4258 0.124
H 2.0538 3.6857 1.0065 0.103
H 3.9798 4.3504 -0.3696 0.095
H 5.5219 2.6642 -1.2892 0.100
H 6.2606 0.2464 -1.3660 0.109
H 5.8599 -2.0979 -0.6306 0.099
H 3.9246 -2.5910 0.8723 0.079
H -1.6683 3.2383 2.7755 0.106
C -0.5922 -1.0150 -6.7752 -0.076
C -0.4013 -0.7029 -5.3111 -0.294
C -1.4697 -0.7223 -4.4255 -0.022
C -1.2963 -0.4444 -3.0716 -0.196
C -2.4500 -0.4643 -2.1085 -0.034
C -0.0215 -0.1367 -2.6036 -0.051
C 1.0711 -0.1390 -3.4719 -0.204
C 2.4429 0.1591 -2.9309 -0.029
C 0.8669 -0.4170 -4.8181 -0.033
C 0.1828 0.2693 -1.1439 -0.620
O -0.1241 1.4351 -0.8471 0.016
O 0.6462 -0.6451 -0.4102 -0.065
H -1.6491 -1.0046 -7.0440 0.063
H -0.1908 -2.0044 -7.0103 0.071
H -0.0693 -0.2853 -7.3974 0.066
H -2.4669 -0.9508 -4.7913 0.104
H -3.3802 -0.7529 -2.5999 0.072
H -2.5706 0.5224 -1.6582 0.079
H -2.2481 -1.1607 -1.2874 0.047
H 2.4610 1.1563 -2.4831 0.086
H 3.2058 0.1002 -3.7095 0.072
H 2.6813 -0.5523 -2.1381 0.077
H 1.7154 -0.4106 -5.4983 0.104
Se -1.7597 -1.9891 1.5437 0.633
C -3.4709 -1.1881 1.8059 -0.697
C -3.7520 0.1182 1.3758 -0.159
C -5.0058 0.6798 1.5679 -0.131
C -6.0159 -0.0341 2.2030 -0.156
C -5.7463 -1.3231 2.6532 -0.143
C -4.4966 -1.8902 2.4589 -0.173
H -2.9645 0.6891 0.8974 0.084
H -5.2016 1.6903 1.2208 0.087
H -6.9950 0.4093 2.3507 0.073
H -6.5238 -1.8857 3.1628 0.079
H -4.2839 -2.8915 2.8138 0.074
O 2.9937 -3.8124 1.9115 -0.076
N 1.7542 -3.8955 1.7510 -0.538
O 1.1785 -4.9808 1.7709 0.004
O 1.0703 -2.8399 1.5824 -0.174